Molecular formula: C3H9NO3
Method: DFT, ωB97M-V with the def2-TZVPD basis set

Relative energy (zero: lowest compared OMol25 entry of this formula, charge and spin)   208.5 kcal/mol
Strongest force on any atom   1.14 eV Å⁻¹
HOMO (alpha / beta)   -8.239 / -7.089 eV

The geometry in ORCA input format:
```
! RIJCOSX wB97M-V def2-TZVPD def2/J DEFGRID3
* xyz 0 1
O 0.805 -0.670 -0.177
O -1.358 1.340 1.079
O -1.368 -0.945 0.709
N -1.674 0.357 0.086
C -0.009 -1.058 0.969
C 1.582 0.525 0.048
C -0.388 -0.203 -1.723
H -0.542 0.851 -1.891
H -1.205 -0.908 -1.711
H 0.198 -2.111 1.158
H 2.293 0.340 0.855
H 0.927 1.359 0.301
H -2.131 1.379 1.661
H 0.460 -0.569 -2.289
H 0.288 -0.410 1.800
H 2.122 0.724 -0.876
*
```

***

Molecular formula: C20H22N2O4PdS2Sb2Se
Method: DFT, ωB97M-V with the def2-TZVPD basis set

Relative energy (zero: lowest compared OMol25 entry of this formula, charge and spin)   6.5 kcal/mol
Strongest force on any atom   0.62 eV Å⁻¹
HOMO   -1.885 eV

The geometry in ORCA input format:
```
! RIJCOSX wB97M-V def2-TZVPD def2/J DEFGRID3
* xyz -2 1
Sb -1.190 0.390 2.232
Sb 1.201 2.815 0.643
Pd 0.295 0.124 0.156
Se -2.591 0.546 -0.844
S 1.809 -1.252 1.209
S 1.682 0.011 -1.696
O -1.814 -0.862 -1.117
O -1.349 1.676 -0.754
O -3.734 0.898 -1.925
O -3.223 0.500 0.690
N 7.948 -1.549 1.317
N 7.792 0.054 -2.448
C 5.699 -0.957 0.198
C 0.113 0.449 3.972
C 5.645 -0.407 -1.093
C 0.057 5.041 5.059
C 4.407 -0.103 -1.653
C -0.450 4.242 2.815
C -1.532 3.280 4.743
C 3.217 -0.329 -0.963
C 6.839 -0.150 -1.835
C 3.273 -0.888 0.334
C -1.345 3.301 3.360
C -2.094 2.340 2.502
C 2.935 3.817 1.503
C -2.547 -1.010 3.102
C 4.512 -1.189 0.890
C 0.238 5.090 3.686
C 1.384 3.710 -1.297
C -0.844 4.130 5.594
C -0.200 4.338 1.348
C 6.949 -1.277 0.811
H 0.555 -0.540 4.095
H 0.922 1.163 3.806
H 3.006 4.853 1.165
H 0.933 5.808 3.263
H -2.225 2.670 1.476
H -1.096 4.173 0.749
H -0.426 0.729 4.878
H 3.837 3.281 1.208
H 0.612 5.712 5.704
H -3.087 2.128 2.900
H 4.366 0.320 -2.649
H 2.190 3.224 -1.847
H 4.555 -1.612 1.885
H -3.428 -1.044 2.468
H -2.797 -0.679 4.110
H -2.074 -1.989 3.153
H -1.008 4.078 6.664
H 0.447 3.530 -1.825
H 0.222 5.312 1.090
H 1.578 4.781 -1.210
H -2.236 2.564 5.154
H 2.861 3.797 2.591
*
```

***

Molecular formula: C4H8N2
Method: DFT, ωB97M-V with the def2-TZVPD basis set

Relative energy (zero: lowest compared OMol25 entry of this formula, charge and spin)   13.0 kcal/mol
Strongest force on any atom   5.08 eV Å⁻¹
HOMO   -20.890 eV

The geometry in ORCA input format:
```
! RIJCOSX wB97M-V def2-TZVPD def2/J DEFGRID3
* xyz 2 1
N -1.852 0.986 0.113
N 2.858 0.226 0.160
C 2.127 1.012 0.573
C 3.813 -0.622 -0.317
C -3.919 -0.546 -0.030
C -2.815 0.379 0.085
H -1.420 1.844 0.147
H -4.006 -0.825 -1.126
H 3.522 -1.648 -0.031
H 3.717 -0.501 -1.399
H 1.372 1.686 0.923
H 4.905 -0.158 0.011
H -3.621 -1.649 0.249
H -4.681 -0.185 0.642
*
```

***

Molecular formula: C18H13N4O4Ti
Method: DFT, ωB97M-V with the def2-TZVPD basis set

Relative energy (zero: lowest compared OMol25 entry of this formula, charge and spin)   32.1 kcal/mol
Strongest force on any atom   2.01 eV Å⁻¹
HOMO (alpha / beta)   -15.499 / -15.496 eV
Expectation value of S²   0.755

The geometry in ORCA input format:
```
! RIJCOSX wB97M-V def2-TZVPD def2/J DEFGRID3
* xyz 2 2
Ti 0.348 1.139 0.347
O 0.758 1.965 4.109
O 0.782 2.119 1.835
O 1.924 0.595 -0.786
O 3.394 -1.056 -1.107
N -1.934 0.780 -1.284
N 1.190 -0.234 1.466
N -1.650 1.590 0.930
N -0.884 0.163 -1.076
C -3.407 2.814 1.981
C 2.132 -1.011 0.918
C -3.653 2.106 -0.282
C -2.146 2.232 1.988
C 0.146 -1.879 -1.818
C 0.540 -2.758 -2.816
C 2.855 -1.893 1.673
C 1.236 0.020 2.770
C 1.942 -0.814 3.622
C 2.669 -1.851 3.063
C -2.413 1.541 -0.179
C -0.265 -1.210 -4.481
C -0.464 -0.688 -2.170
C 0.339 -2.417 -4.146
C 0.858 1.480 3.036
C -4.167 2.763 0.834
C -0.678 -0.336 -3.489
C 2.470 -0.468 -0.440
H -1.524 2.299 2.868
H -5.145 3.224 0.796
H 0.651 -3.099 -4.927
H 3.602 -2.532 1.220
H -3.767 3.306 2.875
H 1.970 -0.602 4.684
H 0.241 -2.155 -0.772
H 0.987 -3.709 -2.556
H 3.203 -2.545 3.699
H 3.620 -0.557 -1.920
H -4.198 2.018 -1.213
H -0.418 -0.949 -5.520
H -1.148 0.608 -3.734
*
```